Record 1
DFT (the ωB97M-V functional and the def2-TZVPD basis) results for a molecular structure, C28H70Be2N2O12 at a distorted geometry.

Structure (XYZ):
```
114
Properties=species:S:1:pos:R:3
O -9.632 -13.216 -7.332
O -4.350 -18.720 -13.257
O -2.325 -16.714 -9.275
O -3.299 -18.481 -6.276
O -1.776 -13.962 -6.824
O -1.392 -12.944 -9.545
O -0.279 -17.155 -7.065
O -4.672 -16.255 -11.519
O -6.779 -17.861 -12.605
O -6.911 -14.617 -12.360
O -3.139 -20.043 -10.886
O -3.213 -11.981 -12.079
N -4.228 -18.993 -5.398
N -8.673 -12.207 -7.231
C -8.270 -14.565 -12.682
C -2.716 -13.457 -5.894
C -7.716 -18.058 -11.584
C -6.433 -10.433 -6.760
C -8.973 -11.196 -6.182
C -7.524 -13.125 -9.184
C -10.367 -10.435 -6.260
C -6.489 -11.282 -8.032
C -2.816 -20.156 -9.522
C -6.576 -13.563 -7.000
C -3.605 -12.235 -10.769
C -7.896 -10.044 -6.393
C -3.763 -17.131 -3.788
C -0.013 -17.474 -5.674
C -4.157 -19.242 -14.543
C -6.878 -19.607 -4.174
C -8.779 -11.827 -4.789
C -5.871 -18.597 -3.525
C -6.071 -20.617 -4.949
C -5.823 -16.896 -5.363
C -4.921 -17.901 -4.597
C -7.334 -12.532 -7.813
C -5.870 -19.647 -7.244
C -4.051 -21.277 -6.325
C -5.048 -20.087 -5.963
C -3.620 -16.179 -9.092
C -2.571 -12.199 -9.499
C -4.773 -16.562 -10.057
Be -4.391 -14.128 -13.011
Be -0.182 -15.219 -8.732
H -3.534 -15.095 -9.021
H -8.247 -17.143 -11.322
H -4.756 -20.140 -14.694
H -5.588 -13.659 -7.449
H -9.509 -11.453 -4.070
H -5.639 -18.638 -7.586
H -4.130 -16.514 -2.968
H -6.894 -21.184 -5.386
H 0.458 -18.455 -5.607
H -1.142 -17.408 -7.398
H -10.572 -9.897 -7.184
H -7.723 -9.567 -5.428
H -9.997 -12.964 -8.183
H -2.303 -11.153 -9.352
H -8.723 -12.912 -4.708
H -8.595 -15.346 -13.370
H 0.757 -16.764 -5.370
H -7.056 -14.538 -6.911
H -3.536 -14.168 -5.799
H -3.487 -21.570 -5.439
H -8.231 -9.214 -7.015
H -4.287 -18.503 -15.333
H -4.894 -17.638 -9.932
H -4.501 -11.700 -10.454
H -5.671 -16.156 -9.590
H -0.844 -17.341 -4.982
H -3.143 -19.566 -14.779
H -5.241 -16.342 -6.099
H -7.608 -19.981 -3.456
H -3.073 -12.313 -8.538
H -3.098 -17.854 -3.316
H -3.817 -17.924 -6.863
H -3.256 -16.410 -4.430
H -5.202 -19.178 -2.891
H -8.075 -14.061 -9.283
H -6.349 -16.180 -4.731
H -6.619 -17.452 -5.857
H -10.586 -9.799 -5.402
H -4.564 -22.161 -6.703
H -3.247 -20.977 -6.997
H -7.526 -18.914 -4.712
H -8.444 -13.583 -13.121
H -4.003 -13.248 -10.820
H -8.510 -18.756 -11.850
H -1.758 -13.353 -7.566
H -2.001 -19.456 -9.338
H -5.548 -21.318 -4.298
H -5.791 -20.284 -8.125
H -3.276 -12.541 -6.082
H -7.985 -12.379 -9.832
H -6.625 -13.279 -9.780
H -7.225 -18.415 -10.679
H -5.503 -11.528 -8.426
H -2.350 -13.171 -4.908
H -7.805 -11.497 -4.429
H -6.826 -10.647 -8.851
H -3.936 -16.610 -8.141
H -6.452 -13.149 -5.999
H -6.664 -15.410 -11.879
H -2.430 -21.132 -9.227
H -11.194 -11.142 -6.198
H -3.454 -20.912 -11.145
H -5.856 -10.877 -5.949
H -5.268 -18.445 -13.204
H -3.694 -19.865 -8.945
H -6.000 -9.485 -7.080
H -6.289 -17.878 -2.821
H -6.132 -17.297 -12.176
H -6.908 -19.563 -6.924
H -8.860 -14.904 -11.830
```

**Charge**: -1
**HOMO energy (alpha / beta)**: -4.37 / -4.61 eV
**Energy**: -58506.8082 eV
**Multiplicity**: 2
**E_LUMO (alpha / beta)**: 1.30 / 0.70 eV
**HOMO-LUMO gap (alpha / beta)**: 5.669 / 5.310 eV

=====

Record 2
DFT (the ωB97M-V functional and the def2-TZVPD basis) results for 10 unconnected molecules or ions with the total composition C28H70F9N8O10P at a distorted geometry.

Structure (XYZ):
```
126
Properties=species:S:1:pos:R:3
P 0.378 5.065 -0.734
F 1.897 4.594 -0.302
F -0.024 3.723 -1.624
F -0.357 4.350 0.542
F 0.499 -0.896 -3.761
F 0.600 0.989 -2.937
F 1.083 5.463 -2.158
F 0.792 6.331 0.008
F -1.315 0.090 -2.835
F -1.026 5.833 -1.111
O -1.143 -3.848 2.966
O -2.798 -2.141 -4.900
O -0.135 -0.013 -0.354
O -0.151 -2.184 -1.029
O 2.975 -4.068 -2.008
O -4.439 1.606 1.237
O -1.318 4.255 3.667
O 4.524 2.661 -0.481
O 6.710 0.172 3.962
O -3.995 -6.233 -3.041
N -4.361 3.696 0.097
N -4.696 -2.225 -6.053
N -1.775 -6.180 -2.253
N 3.651 3.680 -2.457
N 4.804 0.499 5.413
N -2.130 -2.604 1.155
N 1.803 -4.065 0.078
N 0.435 5.915 3.177
C -3.877 2.274 0.361
C -4.006 -0.089 -4.621
C 3.475 2.496 -3.372
C -1.977 6.513 3.704
C -2.019 -3.870 2.133
C -0.994 5.424 3.511
C 2.723 -3.345 1.177
C 3.937 1.366 4.362
C 0.246 -0.907 -1.385
C 7.306 0.690 6.224
C 0.717 0.949 0.261
C -3.713 4.699 1.129
C -1.546 -4.838 -2.949
C -5.448 -3.328 -5.300
C -3.630 -7.604 -1.025
C 6.164 3.834 -1.781
C -3.250 -6.551 -2.115
C 4.739 3.438 -1.382
C 6.293 0.419 5.096
C -0.009 -0.166 -2.784
C -2.949 1.657 -0.633
C 0.984 0.620 1.709
C 1.444 4.805 3.349
C 2.902 -6.267 -0.951
C -2.303 -1.235 1.888
C 2.602 -4.732 -1.063
C -3.734 -1.465 -5.205
C -3.118 -4.933 2.046
H -5.156 -1.499 -6.584
H 1.566 1.369 2.246
H -3.500 -5.212 1.065
H 6.548 3.332 -2.669
H -1.954 1.719 -0.192
H 8.216 0.103 6.106
H -2.242 -4.809 -3.788
H -2.701 4.785 0.733
H 0.500 6.221 2.216
H 2.082 -2.796 1.867
H 2.837 3.795 -1.870
H -5.367 3.703 0.186
H 0.245 1.923 0.134
H 2.548 2.637 -3.928
H -3.848 4.437 2.179
H 6.715 3.589 -0.873
H -4.062 5.732 1.122
H -3.002 6.159 3.814
H 3.322 -4.092 1.698
H 3.358 1.600 -2.763
H 7.424 1.772 6.153
H -1.325 -6.958 -2.714
H 0.637 6.715 3.759
H -3.212 -1.300 2.487
H -4.301 3.868 -0.896
H -6.058 -2.895 -4.507
H 4.467 -0.453 5.381
H 1.538 -0.318 1.748
H 1.673 1.036 -0.254
H -3.166 0.593 -0.731
H -6.142 -3.838 -5.967
H 3.839 -6.656 -1.351
H 1.219 -4.750 0.536
H -1.831 7.077 4.626
H -3.985 -4.526 2.567
H -4.343 -2.659 -6.894
H 1.271 4.175 4.222
H 4.325 2.295 -4.024
H 3.247 -6.368 0.078
H 4.670 0.740 6.384
H -3.748 -7.228 -0.009
H 2.480 5.056 3.577
H 3.387 -2.608 0.727
H -4.742 -4.069 -4.923
H -2.887 -2.675 0.491
H 4.260 1.080 3.361
H -3.706 0.759 -5.237
H -5.081 0.091 -4.638
H -1.967 -4.085 -2.282
H -1.831 7.346 3.016
H -1.316 -6.210 -1.354
H -2.862 2.095 -1.627
H 0.075 0.332 2.237
H 1.500 4.062 2.554
H 1.185 -3.324 -0.217
H -0.527 -4.619 -3.269
H -4.555 -8.122 -1.278
H 4.103 2.439 4.452
H 3.764 4.616 -2.819
H 1.335 -0.884 -1.350
H -3.620 0.084 -3.616
H 2.856 1.233 4.398
H -2.887 -8.389 -0.884
H -1.486 -1.212 2.609
H -1.351 -2.487 0.523
H 2.057 -6.891 -1.240
H 6.288 4.907 -1.931
H 6.803 0.453 7.162
H -2.846 -5.924 2.408
H -2.180 -0.392 1.208
```

**Charge**: +6
**HOMO energy**: -20.74 eV
**Energy**: -96249.1113 eV
**E_LUMO**: -12.75 eV
**HOMO-LUMO gap**: 7.982 eV